a.
{"formula": "C4H13N3", "method": "ωB97M-V/def2-TZVPD", "homo_lumo_gap_ev": 9.897, "homo_ev": -8.92, "symbols": ["N", "C", "C", "C", "N", "C", "N", "H", "H", "H", "H", "H", "H", "H", "H", "H", "H", "H", "H", "H"], "positions_angstrom": [[2.494, 1.123, 1.034], [1.756, -0.083, 1.420], [1.395, -1.008, 0.254], [0.413, -0.411, -0.754], [-0.887, -0.138, -0.102], [-1.977, -0.170, -1.098], [-3.136, 0.532, -0.569], [3.220, 0.853, 0.384], [1.957, 1.854, 0.590], [0.856, 0.179, 1.974], [2.432, -0.653, 2.055], [0.928, -1.915, 0.649], [2.323, -1.308, -0.248], [0.863, 0.487, -1.184], [0.237, -1.142, -1.542], [-0.910, 0.836, 0.182], [-2.283, -1.204, -1.226], [-1.629, 0.254, -2.035], [-4.033, 0.157, -0.819], [-3.134, 1.520, -0.770]]}


b.
{"formula": "C4H13N3", "method": "ωB97M-V/def2-TZVPD", "homo_lumo_gap_ev": 9.712, "homo_ev": -8.60, "symbols": ["C", "N", "C", "C", "N", "C", "N", "H", "H", "H", "H", "H", "H", "H", "H", "H", "H", "H", "H", "H"], "positions_angstrom": [[1.337, 2.154, -1.187], [1.035, 1.485, 0.062], [-0.394, 1.234, 0.257], [-0.580, 0.217, 1.388], [-0.057, -1.066, 0.991], [-0.930, -1.973, 0.275], [-0.375, -2.657, -0.881], [2.347, 2.003, -1.486], [0.711, 1.802, -2.021], [1.212, 3.238, -1.091], [1.480, 0.571, 0.025], [-0.831, 0.788, -0.648], [-0.854, 2.193, 0.508], [-0.001, 0.579, 2.240], [-1.658, 0.197, 1.577], [0.577, -1.595, 1.565], [-1.460, -2.725, 0.885], [-1.791, -1.407, -0.085], [-0.325, -2.029, -1.675], [0.556, -3.010, -0.699]]}


c.
{"formula": "C4H13N3", "method": "ωB97M-V/def2-TZVPD", "homo_lumo_gap_ev": 8.760, "homo_ev": -7.69, "symbols": ["C", "N", "C", "C", "N", "C", "N", "H", "H", "H", "H", "H", "H", "H", "H", "H", "H", "H", "H", "H"], "positions_angstrom": [[0.946, -1.366, 2.330], [1.284, -1.677, 0.826], [1.438, -0.967, -0.465], [0.202, -0.176, -0.788], [0.026, 1.178, -0.375], [-1.346, 1.648, -0.165], [-2.156, 1.418, -1.452], [-0.060, -1.497, 2.278], [1.259, -0.289, 2.657], [1.111, -2.085, 3.116], [0.989, -2.677, 0.632], [2.290, -0.181, -0.323], [1.681, -1.702, -1.275], [-0.591, -0.900, -0.412], [0.075, -0.208, -1.854], [0.419, 1.853, -1.013], [-1.353, 2.714, 0.235], [-1.756, 0.974, 0.581], [-2.872, 2.144, -1.681], [-2.711, 0.575, -1.411]]}


d.
{"formula": "C4H13N3", "method": "ωB97M-V/def2-TZVPD", "homo_lumo_gap_ev": 9.345, "homo_ev": -8.38, "symbols": ["C", "N", "C", "C", "N", "C", "N", "H", "H", "H", "H", "H", "H", "H", "H", "H", "H", "H", "H", "H"], "positions_angstrom": [[1.314, -1.960, -1.792], [-0.001, -1.415, -1.362], [-0.373, -1.663, 0.063], [0.136, -0.423, 0.729], [-0.300, 0.848, 0.027], [-0.070, 2.152, 0.535], [-0.945, 2.612, 1.705], [1.808, -2.424, -0.881], [1.860, -1.066, -2.130], [1.162, -2.827, -2.436], [-0.773, -2.016, -1.808], [-1.492, -1.544, 0.083], [-0.090, -2.730, 0.572], [1.202, -0.458, 0.746], [-0.115, -0.277, 1.816], [0.111, 0.755, -0.931], [-0.296, 3.059, -0.028], [0.924, 2.143, 0.781], [-1.426, 1.822, 2.008], [-0.191, 2.607, 2.419]]}


The most stable of them is a.


a.
{"formula": "C4H13N3", "method": "ωB97M-V/def2-TZVPD", "homo_lumo_gap_ev": 9.892, "homo_ev": -8.68, "symbols": ["C", "N", "C", "C", "N", "C", "N", "H", "H", "H", "H", "H", "H", "H", "H", "H", "H", "H", "H", "H"], "positions_angstrom": [[0.141, -2.915, -1.091], [0.248, -1.537, -0.643], [-0.792, -1.157, 0.302], [-0.643, 0.247, 0.866], [-0.474, 1.289, -0.167], [0.058, 2.509, 0.364], [1.500, 2.414, 0.618], [-0.797, -3.112, -1.615], [0.116, -3.585, -0.232], [1.007, -3.169, -1.693], [0.234, -0.937, -1.460], [-1.797, -1.283, -0.122], [-0.688, -1.848, 1.140], [0.205, 0.298, 1.550], [-1.580, 0.447, 1.385], [0.085, 0.920, -0.925], [-0.448, 2.687, 1.318], [-0.226, 3.350, -0.283], [1.902, 3.293, 0.912], [1.951, 2.089, -0.226]]}


b.
{"formula": "C4H13N3", "method": "ωB97M-V/def2-TZVPD", "homo_lumo_gap_ev": 9.628, "homo_ev": -8.61, "symbols": ["C", "N", "C", "H", "H", "H", "H", "H", "C", "N", "C", "N", "H", "H", "H", "H", "H", "H", "H", "H"], "positions_angstrom": [[0.266, 1.797, -2.220], [0.889, 0.952, -1.532], [2.326, 0.862, -1.733], [-0.812, 1.903, -2.107], [0.746, 2.459, -2.948], [2.837, 1.099, -0.802], [2.690, 1.533, -2.518], [2.572, -0.166, -1.995], [-1.985, -0.434, 0.155], [-1.602, -0.473, 1.556], [-0.161, -0.598, 1.769], [0.311, -1.970, 1.887], [-3.059, -0.569, 0.038], [-1.683, 0.479, -0.359], [-1.510, -1.264, -0.369], [-1.968, 0.323, 2.059], [0.095, -0.089, 2.698], [0.394, -0.129, 0.951], [-0.215, -2.413, 2.635], [0.038, -2.485, 1.053]]}


c.
{"formula": "C4H13N3", "method": "ωB97M-V/def2-TZVPD", "homo_lumo_gap_ev": 8.049, "homo_ev": -7.13, "symbols": ["C", "C", "C", "C", "N", "N", "N", "H", "H", "H", "H", "H", "H", "H", "H", "H", "H", "H", "H", "H"], "positions_angstrom": [[1.304, 0.367, 0.594], [-0.832, -2.494, 0.216], [-1.438, 1.843, -0.050], [1.996, 0.502, -0.744], [0.210, -1.536, -0.040], [-0.080, -0.337, 0.426], [-1.251, 0.478, -0.462], [-0.602, -0.303, 1.325], [-0.906, 0.425, -1.415], [1.908, -0.226, 1.282], [1.069, 1.336, 1.035], [-0.441, -3.481, -0.026], [-1.148, -2.486, 1.275], [-1.721, -2.301, -0.397], [-2.314, 2.240, -0.570], [-0.594, 2.520, -0.251], [-1.671, 1.867, 1.018], [2.035, -0.474, -1.221], [3.011, 0.869, -0.600], [1.465, 1.193, -1.395]]}


The most stable of them is a.


a.
{"formula": "C4H13N3", "method": "ωB97M-V/def2-TZVPD", "homo_lumo_gap_ev": [8.245, 8.244], "homo_ev": [-7.34, -7.34], "symbols": ["C", "C", "C", "C", "N", "N", "N", "H", "H", "H", "H", "H", "H", "H", "H", "H", "H", "H", "H", "H"], "positions_angstrom": [[1.152, -0.413, -1.649], [1.618, 0.996, 0.539], [0.381, -1.148, 0.755], [0.902, -0.105, -0.188], [-2.647, -0.017, 1.032], [-0.968, 1.030, -0.251], [-1.896, -0.007, -0.220], [2.180, -0.669, -1.622], [0.550, -1.296, -1.907], [0.906, 0.344, -2.346], [1.017, 1.287, 1.440], [1.732, 1.784, -0.236], [2.701, 0.695, 0.695], [1.044, -2.184, 0.790], [0.424, -0.706, 1.715], [-0.657, -1.606, 0.706], [-2.040, -0.286, 1.775], [-2.908, 1.000, 1.182], [-0.798, 1.193, -1.312], [-2.693, 0.106, -0.897]]}


b.
{"formula": "C4H13N3", "method": "ωB97M-V/def2-TZVPD", "homo_lumo_gap_ev": 8.522, "homo_ev": -7.34, "symbols": ["C", "C", "C", "C", "N", "N", "N", "H", "H", "H", "H", "H", "H", "H", "H", "H", "H", "H", "H", "H"], "positions_angstrom": [[-2.722, 0.647, -0.108], [-0.045, -1.447, 0.809], [-1.239, 0.569, -0.607], [-0.240, 0.003, 0.528], [2.424, 0.431, 0.860], [1.760, -0.032, -1.284], [1.560, 0.699, -0.192], [-3.011, 1.556, -0.442], [-3.301, -0.097, -0.516], [-2.950, 0.556, 0.936], [-1.004, -1.830, 1.107], [0.349, -1.826, -0.136], [0.575, -1.811, 1.578], [-1.084, -0.199, -1.384], [-0.880, 1.481, -0.974], [-0.568, 0.567, 1.367], [2.680, 1.272, 1.359], [3.380, 0.033, 0.452], [2.415, 0.409, -1.950], [1.900, -0.979, -1.405]]}


c.
{"formula": "C4H13N3", "method": "ωB97M-V/def2-TZVPD", "homo_lumo_gap_ev": 9.940, "homo_ev": -8.88, "symbols": ["N", "C", "C", "N", "N", "H", "H", "H", "H", "H", "H", "H", "H", "H", "C", "C", "H", "H", "H", "H"], "positions_angstrom": [[3.164, 0.518, -0.017], [2.104, -0.452, -0.122], [0.697, 0.156, -0.493], [-0.162, -0.918, -0.949], [-0.519, -1.858, 0.049], [2.933, 1.245, 0.651], [3.341, 0.961, -0.912], [2.374, -1.193, -0.879], [2.019, -0.957, 0.845], [0.334, 0.721, 0.387], [0.838, 0.831, -1.331], [-1.086, -0.459, -1.250], [0.189, -2.587, 0.106], [-0.755, -1.379, 0.930], [-2.278, 1.124, 1.047], [-2.786, 0.673, -0.101], [-2.158, 2.176, 1.252], [-1.989, 0.445, 1.832], [-3.241, 1.346, -0.815], [-3.020, -0.395, -0.230]]}


The most stable of them is c.


a.
{"formula": "C9H18CdO17S2", "method": "ωB97M-V/def2-TZVPD", "homo_lumo_gap_ev": 3.731, "charge": -2, "homo_ev": 0.02, "symbols": ["Cd", "S", "O", "O", "O", "O", "S", "O", "O", "O", "O", "C", "O", "C", "O", "O", "C", "H", "H", "H", "H", "H", "H", "C", "O", "C", "O", "O", "C", "H", "H", "H", "H", "H", "H", "C", "O", "C", "O", "O", "C", "H", "H", "H", "H", "H", "H"], "positions_angstrom": [[0.339, 0.147, -0.898], [0.818, -1.389, -2.994], [1.582, -1.242, -1.715], [1.424, -0.702, -4.118], [0.580, -2.794, -3.362], [-0.456, -0.716, -2.546], [1.689, 2.637, -2.856], [3.020, 2.146, -3.270], [0.832, 2.535, -4.040], [1.136, 1.760, -1.762], [1.792, 4.007, -2.345], [0.925, -2.923, 1.639], [-0.411, -3.288, 1.333], [-1.108, -2.467, 0.554], [-0.732, -1.378, 0.230], [-2.313, -2.964, 0.280], [-2.681, -4.262, 0.717], [1.033, -1.840, 1.704], [1.698, -3.297, 0.971], [1.164, -3.223, 2.662], [-3.704, -4.442, 0.387], [-2.571, -4.340, 1.797], [-2.172, -5.100, 0.236], [-1.604, 3.822, 0.686], [-2.706, 3.101, 0.138], [-2.448, 1.856, -0.243], [-1.345, 1.406, -0.406], [-3.563, 1.158, -0.319], [-3.564, -0.018, -1.111], [-1.988, 4.623, 1.318], [-1.066, 4.300, -0.132], [-0.940, 3.196, 1.278], [-3.070, 0.063, -2.081], [-4.589, -0.356, -1.251], [-3.038, -0.798, -0.563], [3.932, 1.061, -0.065], [3.388, 1.453, 1.203], [2.208, 1.036, 1.607], [1.339, 0.657, 0.862], [2.191, 0.966, 2.929], [0.911, 0.723, 3.512], [4.615, 1.848, -0.376], [3.150, 0.971, -0.825], [4.497, 0.129, -0.006], [0.637, -0.332, 3.547], [0.082, 1.313, 3.130], [1.089, 0.957, 4.563]]}


b.
{"formula": "C9H18CdO17S2", "method": "ωB97M-V/def2-TZVPD", "homo_lumo_gap_ev": 4.988, "charge": -2, "homo_ev": -1.10, "symbols": ["Cd", "S", "O", "O", "O", "O", "S", "O", "O", "O", "O", "C", "O", "C", "O", "O", "C", "H", "H", "H", "H", "H", "H", "C", "O", "C", "O", "O", "C", "H", "H", "H", "H", "H", "H", "C", "O", "C", "O", "O", "C", "H", "H", "H", "H", "H", "H"], "positions_angstrom": [[-0.856, -0.547, 0.079], [-2.851, -1.081, -1.568], [-2.784, 0.027, -0.541], [-3.680, -2.162, -1.085], [-3.229, -0.598, -2.911], [-1.389, -1.549, -1.605], [-1.919, -2.814, 2.451], [-3.115, -1.991, 2.757], [-2.320, -4.068, 1.800], [-1.017, -2.028, 1.503], [-1.097, -3.016, 3.676], [-2.098, 2.313, -2.892], [-0.695, 2.400, -3.244], [0.162, 1.848, -2.400], [-0.155, 1.247, -1.417], [1.441, 2.019, -2.785], [1.710, 2.482, -4.099], [-2.239, 2.378, -1.814], [-2.506, 1.338, -3.180], [-2.572, 3.124, -3.439], [1.512, 3.553, -4.163], [1.198, 1.876, -4.841], [2.786, 2.406, -4.270], [2.789, -0.995, -2.061], [3.130, -1.689, -0.882], [2.183, -1.796, 0.063], [1.248, -1.034, 0.165], [2.559, -2.722, 0.911], [1.729, -2.969, 2.072], [3.661, -0.494, -2.480], [2.047, -0.227, -1.841], [2.365, -1.647, -2.827], [0.732, -3.331, 1.833], [1.489, -2.038, 2.590], [2.297, -3.647, 2.698], [-1.949, 0.628, 3.983], [-0.594, 1.151, 3.993], [0.014, 1.174, 2.833], [-0.475, 0.859, 1.776], [1.254, 1.643, 2.977], [1.928, 2.029, 1.773], [-2.318, 0.658, 5.003], [-2.002, -0.383, 3.572], [-2.573, 1.283, 3.372], [1.192, 2.347, 1.032], [2.457, 1.181, 1.343], [2.553, 2.859, 2.089]]}


The most stable of them is b.


a.
{"formula": "C4H11N2O", "method": "ωB97M-V/def2-TZVPD", "homo_lumo_gap_ev": [12.702, 8.015], "s_squared": 0.765, "spin_multiplicity": 2, "charge": 2, "homo_ev": [-21.35, -21.14], "symbols": ["O", "C", "N", "C", "C", "N", "C", "H", "H", "H", "H", "H", "H", "H", "H", "H", "H", "H"], "positions_angstrom": [[1.237, 1.575, 0.834], [1.117, 0.515, 0.304], [2.232, 0.037, -0.477], [2.083, -0.553, -1.741], [-0.225, -0.193, 0.195], [-1.190, 0.409, 1.164], [-2.610, -0.085, 0.965], [3.039, 0.659, -0.318], [3.015, -0.688, -2.289], [1.396, 0.059, -2.343], [1.653, -1.543, -1.725], [-0.190, -1.264, 0.391], [-0.644, -0.073, -0.806], [-0.809, 0.395, 2.116], [-1.274, 1.421, 1.006], [-3.079, -0.104, 1.928], [-3.071, 0.539, 0.207], [-2.680, -1.106, 0.587]]}


b.
{"formula": "C4H11N2O", "method": "ωB97M-V/def2-TZVPD", "homo_lumo_gap_ev": [12.554, 7.727], "s_squared": 0.777, "spin_multiplicity": 2, "charge": 2, "homo_ev": [-21.41, -21.11], "symbols": ["O", "C", "N", "C", "C", "N", "C", "H", "H", "H", "H", "H", "H", "H", "H", "H", "H", "H"], "positions_angstrom": [[1.956, 0.785, 0.137], [0.962, 0.517, -0.513], [1.200, 0.087, -1.805], [0.229, -0.228, -2.799], [-0.353, 0.421, 0.271], [-0.058, -0.390, 1.513], [-1.072, -0.125, 2.631], [2.175, 0.217, -2.116], [0.576, -1.066, -3.414], [0.099, 0.622, -3.486], [-0.719, -0.480, -2.361], [-1.171, -0.008, -0.309], [-0.609, 1.433, 0.558], [-0.208, -1.368, 1.252], [0.872, -0.068, 1.788], [-1.157, -1.029, 3.233], [-0.693, 0.641, 3.279], [-2.029, 0.039, 2.140]]}


The most stable of them is a.


a.
{"formula": "C9H11NO", "method": "ωB97M-V/def2-TZVPD", "homo_lumo_gap_ev": [6.944, 6.947], "homo_ev": [-6.89, -6.89], "symbols": ["C", "C", "C", "C", "C", "C", "C", "C", "C", "N", "O", "H", "H", "H", "H", "H", "H", "H", "H", "H", "H", "H"], "positions_angstrom": [[-0.050, -0.686, 0.124], [1.279, -0.961, -0.131], [1.648, 1.364, 0.494], [0.283, 1.559, 0.578], [-3.022, 0.001, 0.067], [-1.857, 0.830, 0.324], [2.151, 0.153, 0.011], [-3.035, -1.303, -0.783], [3.705, 0.105, -0.138], [-0.596, 0.556, 0.332], [-4.085, 0.387, 0.624], [-0.707, -1.642, 0.065], [1.541, -2.009, -0.188], [2.395, 2.154, 0.589], [-0.186, 2.357, 1.085], [-2.201, 1.868, 0.512], [-3.015, -2.353, -0.154], [-2.352, -1.284, -1.645], [-4.027, -1.232, -1.237], [3.968, 0.292, -1.133], [4.011, -0.919, 0.111], [4.155, 0.760, 0.495]]}


b.
{"formula": "C9H11NO", "method": "ωB97M-V/def2-TZVPD", "homo_lumo_gap_ev": 9.114, "homo_ev": -8.50, "symbols": ["O", "C", "C", "C", "C", "C", "C", "C", "C", "N", "C", "H", "H", "H", "H", "H", "H", "H", "H", "H", "H", "H"], "positions_angstrom": [[2.628, -1.158, -0.541], [1.772, -0.134, -0.227], [2.438, 1.051, 0.130], [1.665, 2.148, 0.399], [0.349, 2.046, 0.563], [-0.256, 0.774, 0.321], [0.466, -0.323, -0.145], [-0.181, -1.645, -0.470], [-1.622, -1.607, -0.138], [-2.411, -0.357, -0.354], [-1.825, 0.660, 0.541], [2.184, -1.870, -1.295], [3.492, 1.108, -0.095], [2.089, 3.130, 0.524], [-0.317, 2.837, 1.042], [0.250, -2.310, 0.314], [-0.144, -2.015, -1.502], [-1.709, -1.866, 0.964], [-2.245, -2.400, -0.657], [-2.233, -0.063, -1.396], [-2.053, 0.271, 1.604], [-2.338, 1.722, 0.418]]}


The most stable of them is b.